{
  "formula": "C15H63F3NbO22S",
  "method": "the ωB97M-V functional and the def2-TZVPD basis",
  "lumo_ev": 1.529,
  "largest_force_ev_per_a": 4.2,
  "charge": -1,
  "homo_ev": -4.5,
  "homo_lumo_gap_ev": 6.0,
  "energy_ha": -3018.9817,
  "species": ["C", "O", "C", "C", "C", "C", "Nb", "S", "C", "O", "C", "C", "C", "C", "C", "C", "C", "C", "O", "C", "F", "F", "F", "H", "H", "H", "H", "H", "H", "H", "H", "H", "H", "H", "H", "H", "H", "H", "H", "H", "H", "H", "H", "H", "H", "H", "H", "H", "O", "H", "H", "O", "H", "H", "O", "H", "H", "O", "H", "H", "O", "H", "H", "O", "H", "H", "O", "H", "H", "O", "H", "H", "O", "H", "H", "O", "H", "H", "O", "H", "H", "O", "H", "H", "O", "H", "H", "O", "H", "H", "O", "H", "H", "O", "H", "H", "O", "H", "H", "O", "H", "H", "O", "H", "H"],
  "coordinates": [[-2.91022, 4.87246, 0.69405], [-3.31127, 4.08508, -0.46432], [-3.34997, 2.65535, -0.11989], [-1.84261, 2.06140, 0.11037], [-1.89760, 0.46425, 0.00944], [-0.51714, -0.24597, -0.41908], [1.31498, 0.33016, 0.79263], [0.39230, -0.75407, 2.90591], [2.16809, 1.45229, -1.00681], [1.07927, 1.99878, -1.81760], [1.59747, 2.60475, -2.99645], [2.20439, 1.74831, -4.14492], [2.77801, 2.52166, -5.35730], [2.77110, 4.07404, -5.47760], [2.12191, 4.88646, -4.33382], [1.54128, 4.14414, -3.10179], [2.37091, -1.60680, 0.19501], [3.96641, -1.61416, 0.42625], [4.62353, -0.33155, 0.25974], [4.65652, -2.60796, -0.66684], [4.42211, -3.98059, -0.38876], [4.24884, -2.33568, -2.00286], [6.07365, -2.38100, -0.59277], [-3.81040, 5.54403, 0.96774], [-1.96662, 5.49699, 0.46260], [-2.72066, 4.21437, 1.61496], [-3.80781, 2.13436, -1.03888], [-3.93114, 2.46453, 0.84307], [-1.17941, 2.56943, -0.66490], [-1.55166, 2.42120, 1.17019], [-2.31227, -0.02191, 0.95615], [-2.65585, 0.22352, -0.83156], [-0.38987, -0.14728, -1.56664], [-0.67713, -1.38353, -0.24787], [2.81282, 0.73188, 1.79140], [0.61133, 1.88435, 1.39073], [-0.16542, -1.98836, 2.60243], [2.82694, 0.76504, -1.65896], [2.82909, 2.29709, -0.60708], [2.20352, 0.60604, -4.05489], [3.23384, 1.93881, -6.22162], [3.22586, 4.63441, -6.36627], [2.03769, 6.03491, -4.32037], [1.05728, 4.72055, -2.24518], [1.94255, -2.44069, 0.87458], [2.05883, -1.88458, -0.87646], [4.16640, -2.10615, 1.44649], [4.66550, -0.07544, -0.69325], [-4.79132, 0.21273, 0.30799], [-5.29696, 0.20558, 1.13090], [-5.44654, 0.00723, -0.37067], [2.50644, -0.07504, -7.53361], [2.84601, -0.40182, -8.37596], [2.68096, -0.79674, -6.91342], [1.59974, -1.98624, -5.07996], [2.00777, -2.86092, -5.08490], [0.65333, -2.17065, -5.03173], [-5.29273, 4.14914, 2.78375], [-5.70145, 4.62535, 2.05024], [-5.49826, 4.69073, 3.55811], [2.00191, -3.23368, 4.28582], [1.53386, -2.62000, 3.69385], [1.40006, -3.98648, 4.36706], [-2.20497, -2.08249, -2.20739], [-2.62736, -2.74972, -1.65218], [-2.85729, -1.90513, -2.89633], [-1.53258, -3.35649, 1.55576], [-2.38004, -3.03149, 1.88606], [-1.60088, -3.25470, 0.59737], [0.32590, 1.82492, -8.06117], [1.11780, 1.29579, -7.88585], [-0.32292, 1.48790, -7.43267], [-6.52644, 3.42548, 5.20624], [-6.18401, 3.10344, 4.35936], [-6.36108, 2.69499, 5.81968], [-0.45002, -5.03662, -0.98501], [0.20057, -5.68333, -1.28130], [-0.33898, -5.01736, -0.02285], [3.38481, -4.77101, 6.51790], [2.91894, -4.16103, 5.92967], [2.78210, -5.52088, 6.59732], [-4.00954, -4.85719, 1.70025], [-4.54433, -5.18231, 2.43467], [-3.28024, -5.48756, 1.64333], [-7.94325, 1.19230, 5.40827], [-8.77929, 0.72094, 5.30411], [-8.01967, 1.94421, 4.80549], [1.37053, -5.29198, 1.74246], [1.92353, -4.56521, 2.06240], [1.98016, -5.84341, 1.23687], [6.42939, 1.76102, 1.91130], [6.10421, 0.96764, 1.45401], [7.20289, 1.45171, 2.39706], [6.93084, -5.12916, -2.30215], [6.51156, -4.65433, -3.02960], [6.72433, -4.59398, -1.52473], [2.13351, 8.09520, -3.47074], [2.95708, 8.59779, -3.49218], [1.44694, 8.77217, -3.42968], [1.02911, -6.30526, 5.71034], [1.43752, -7.17987, 5.68907], [0.08295, -6.49027, 5.75362], [-7.39226, 2.83795, 7.81630], [-7.84656, 3.44904, 7.22279], [-8.00114, 2.09420, 7.89565]]
}